Entry from the OMol25 dataset: a cluster of 5 separate species, C27H60Cl8N3O2P in total (ωB97M-V with the def2-TZVPD basis set).

The calculation puts the HOMO energy at -7.28 eV. The max |F| comes out at 0.73 eV/Å.

Cartesian coordinates (Å):
C1 1.633747 -2.068345 2.321801
C2 2.154380 -3.055274 1.281785
C3 1.710524 -2.715662 -0.140863
C4 0.227824 -3.009607 -0.407982
C5 -0.381725 -2.140592 -1.504898
C6 -0.526548 -0.683047 -1.062138
C7 -1.378724 0.133856 -2.043468
P1 -1.106235 1.967264 -2.025834
C8 0.370797 2.922153 -1.343638
N1 1.276044 2.098103 -0.526645
C9 -2.452810 2.993185 -2.804078
N2 -2.146601 4.409359 -2.559826
C10 -0.206324 1.870905 -3.754279
C11 1.119435 1.085819 -3.767853
C12 2.350622 1.869009 -4.279452
C13 3.546013 1.903025 -3.313630
N3 4.779773 1.404286 -3.964126
C14 5.811954 1.083451 -3.078912
C15 6.392913 2.257843 -2.331847
O1 6.216525 -0.047585 -2.935509
C16 -2.032126 2.162435 -0.280045
O2 -1.230974 2.408666 0.880541
C17 -1.036631 1.316356 1.765684
C18 -0.643766 1.812413 3.163090
C19 0.011146 3.191817 3.194968
H1 1.926999 -1.048942 2.050088
H2 2.021679 -2.284483 3.319626
H3 0.540676 -2.080754 2.384265
H4 1.828408 -4.078631 1.510293
H5 3.247293 -3.069533 1.322084
H6 2.300500 -3.309395 -0.845585
H7 1.917337 -1.658357 -0.334226
H8 -0.362552 -2.880712 0.508875
H9 0.127499 -4.064195 -0.678290
H10 0.219312 -2.200882 -2.418561
H11 -1.383977 -2.521661 -1.738718
H12 -1.030687 -0.703160 -0.094635
H13 0.455260 -0.228297 -0.943164
H14 -1.258675 -0.244359 -3.061072
H15 -2.428859 -0.027418 -1.773458
H16 0.012711 3.789639 -0.777404
H17 0.928703 3.308472 -2.196985
H18 1.103677 2.292139 0.448989
H19 2.232397 2.371060 -0.721096
H20 -2.454673 2.824646 -3.880980
H21 -3.439537 2.685498 -2.431493
H22 -1.888997 4.566263 -1.594057
H23 -2.937795 5.003588 -2.769998
H24 -0.910265 1.410362 -4.457686
H25 -0.054325 2.897918 -4.107900
H26 0.991626 0.208937 -4.408043
H27 1.354881 0.715327 -2.765932
H28 2.061673 2.899182 -4.506263
H29 2.708823 1.446967 -5.220990
H30 3.329404 1.304311 -2.420931
H31 3.739687 2.924423 -2.984683
H32 4.573254 0.545998 -4.469511
H33 6.252035 3.189014 -2.878609
H34 7.448231 2.070476 -2.140415
H35 5.889214 2.356481 -1.364809
H36 -2.700038 1.314202 -0.080647
H37 -2.683407 3.042545 -0.352292
H38 -1.967575 0.740717 1.826667
H39 -0.244588 0.671461 1.373882
H40 -1.497215 1.787661 3.841250
H41 0.076278 1.089318 3.561166
H42 -0.696210 3.984677 2.953975
H43 0.870990 3.254427 2.522834
H44 0.386502 3.387747 4.203329
Cl1 -0.516013 -6.772193 -0.415474
C20 -0.862882 -7.292518 1.252880
C21 0.013015 -6.595953 2.261159
Cl2 1.719586 -7.093123 2.132461
H45 -0.736594 -8.371609 1.292707
H46 -1.902003 -7.038083 1.453503
H47 -0.321039 -6.846113 3.266465
H48 -0.027061 -5.516523 2.132493
Cl3 -7.496211 -7.463466 1.531454
C22 -5.916550 -8.098127 1.006763
C23 -4.824277 -7.783621 1.996146
Cl4 -4.458029 -6.037446 2.055681
H49 -5.696769 -7.674217 0.030693
H50 -6.018955 -9.177551 0.912173
H51 -3.910725 -8.297155 1.699596
H52 -5.097834 -8.095921 3.000222
Cl5 1.079817 7.073822 -4.145492
C24 0.674736 6.384260 -2.552588
C25 1.772542 6.587429 -1.541810
Cl6 3.220804 5.614294 -1.924512
H53 0.453866 5.332859 -2.693765
H54 -0.231431 6.880716 -2.210136
H55 1.426002 6.262886 -0.561639
H56 2.079764 7.628045 -1.484229
Cl7 -3.339703 -0.001193 5.432458
C26 -2.845550 0.049793 7.145460
C27 -2.130620 1.329426 7.494368
Cl8 -0.535176 1.439939 6.707334
H57 -2.215469 -0.815765 7.330864
H58 -3.752376 -0.033979 7.741447
H59 -1.961935 1.369281 8.568893
H60 -2.707869 2.199324 7.192733

Forces on atoms 1 to 6 (eV/Å):
C -0.148 0.014 -0.037
C 0.024 -0.091 -0.070
C -0.152 -0.093 0.035
C 0.102 -0.117 -0.012
C -0.253 0.059 0.176
C -0.034 -0.200 -0.237

Results of the Löwdin charge analysis, in e, for atoms 1 through 6: number 1, C, carries -0.11; number 2, C, carries -0.26; number 3, C, carries -0.21; number 4, C, carries -0.22; number 5, C, carries -0.21; number 6, C, carries -0.25